1.
Here is a 3-piece molecular cluster, C20H47BrN4O11P3 overall from OMol25. Energies are from wB97M-V/def2-TZVPD.

For the energy, the calculation gives -5434.4612 Ha. The net charge is +1.

Geometry (Å):
C 9.1570 -3.7966 -1.3117
C 8.3879 -2.5208 -0.5511
O 8.1238 -1.5324 -1.6155
P 7.1048 -0.2206 -1.0201
O 7.0054 -0.3082 0.5553
C 5.3962 -0.4687 -1.9054
C 4.4024 0.8299 -1.7895
C 2.8335 0.4215 -1.4063
N 2.3692 -0.8948 -0.8056
C 0.8729 -0.5704 -0.6814
N 0.0411 -1.5181 -0.1239
Br 0.8008 -3.1483 0.5030
N 0.6014 0.8141 -1.2293
N 1.7661 1.4601 -1.6747
O 7.9099 1.2605 -1.4607
C 8.9134 1.6696 -0.4606
C 9.7477 2.9426 -1.1514
H 10.2660 -3.4828 -1.5931
H 8.5785 -4.0537 -2.3168
H 9.0943 -4.7294 -0.6077
H 9.1330 -2.0170 0.2023
H 7.4316 -2.9291 -0.0129
H 4.9212 -1.4390 -1.4047
H 5.6756 -0.7698 -3.0209
H 4.4329 1.5126 -2.7464
H 4.7974 1.4764 -0.8687
H -0.9743 -1.2804 -0.0401
H -0.3760 1.2245 -1.2486
H 1.8530 2.4276 -2.0670
H 9.6880 0.8406 -0.1714
H 8.4502 2.1026 0.5303
H 9.4589 3.9776 -0.6324
H 10.9127 2.8374 -1.0083
H 9.5255 3.0139 -2.3093
O -2.8097 -0.5603 6.4423
P -2.2199 -1.8580 5.8377
O -3.0158 -1.7008 4.3824
C -3.0566 -0.4552 3.7014
C -1.9553 -0.3655 2.6632
O -3.3135 -2.8846 6.5566
C -3.9033 -2.5488 7.8022
C -5.2690 -1.9211 7.5810
O -1.5610 -3.3079 5.1622
C -0.6017 -3.2460 4.1262
C 0.6416 -2.4859 4.5350
H -2.9935 0.3974 4.3819
H -4.0282 -0.3945 3.2007
H -0.9717 -0.3950 3.1369
H -2.0331 0.5684 2.0950
H -2.0116 -1.2013 1.9608
H -3.2466 -1.8966 8.3874
H -4.0204 -3.4745 8.3743
H -5.2230 -1.0746 6.8899
H -5.6964 -1.5762 8.5272
H -5.9527 -2.6495 7.1329
H -1.0507 -2.8317 3.2230
H -0.3248 -4.2777 3.8845
H 0.4034 -1.4674 4.8486
H 1.3518 -2.4411 3.7040
H 1.1295 -2.9783 5.3836
O -3.8565 1.3153 -2.8428
P -4.7546 2.4283 -3.4359
O -5.5597 1.4084 -4.4789
C -6.0439 0.1473 -4.0408
C -7.4996 0.2366 -3.6261
O -3.6276 2.9838 -4.5259
C -2.2413 2.8701 -4.2475
C -1.6727 1.6338 -4.9229
O -5.7580 3.6720 -4.0987
C -7.1385 3.7164 -3.7993
C -7.4037 3.8441 -2.3147
H -5.4513 -0.2686 -3.2224
H -5.9527 -0.5430 -4.8856
H -7.6182 0.8979 -2.7652
H -7.8866 -0.7519 -3.3537
H -8.1134 0.6345 -4.4385
H -2.0539 2.8660 -3.1686
H -1.7478 3.7601 -4.6504
H -2.2342 0.7315 -4.6640
H -0.6254 1.4851 -4.6438
H -1.7341 1.7345 -6.0114
H -7.6437 2.8502 -4.2276
H -7.5488 4.5937 -4.3109
H -6.9537 3.0214 -1.7552
H -8.4801 3.8554 -2.1190
H -6.9698 4.7726 -1.9269

***

2.
Here is C20H47IrN8O4Si as an isolated structure from OMol25. Energies are from wB97M-V/def2-TZVPD.

For the energy, the calculation gives -1922.1627 Ha. As for the spin multiplicity: 6. Its expectation value of S² is 8.7952. The net charge is +3.

Geometry (Å):
Ir -0.3760 -0.1585 0.1833
N 1.8160 1.9935 1.4272
C 2.2625 1.3204 2.7143
C 1.1651 1.3920 3.7724
C 0.1337 0.2659 3.7421
N -0.7921 0.4073 2.5899
C 0.8054 -1.0976 3.6926
C 1.7737 -1.2523 2.5298
N 1.0446 -1.4905 1.2311
C 2.7808 -0.0992 2.4722
H 1.5289 2.9596 1.6033
H 1.0207 1.4986 0.9775
H 2.5792 2.0296 0.7476
H 3.1010 1.9373 3.0369
H 0.6720 2.3689 3.7493
H 1.6621 1.3506 4.7438
H -0.4368 0.3354 4.6711
H -1.2547 1.3130 2.6205
H -1.5476 -0.2660 2.7145
H 0.0606 -1.8982 3.6837
H 1.3730 -1.2362 4.6153
H 2.3577 -2.1599 2.6961
H 0.4920 -2.3394 1.3680
H 1.7400 -1.7696 0.5410
H 3.3984 -0.1471 1.5702
H 3.4768 -0.2868 3.2935
N -5.8876 3.4896 1.0533
C -5.2912 2.5739 0.6005
N -4.7383 1.5442 0.0928
C -3.4888 1.2102 0.2885
N -2.4032 0.8213 0.3511
N 1.2809 -1.9096 -3.7006
N 1.8925 -2.3581 -2.6207
H 0.5422 -2.5179 -4.0404
H 1.1239 -0.7964 -3.8170
H 2.7585 -1.8778 -2.4047
H 1.9227 -3.3650 -2.5012
C -3.7592 -0.3422 -2.6971
C -2.8286 -0.3769 -3.8936
C -2.1018 -1.7121 -3.9725
C -3.5880 -0.0924 -5.1790
O -1.8585 0.6873 -3.7550
Si -0.4867 1.1489 -3.0947
O -0.1963 0.4804 -1.5932
O -0.3714 2.7373 -2.9957
C -0.7402 3.8678 -2.1891
C -2.2585 3.9565 -2.1477
C -0.1337 5.0862 -2.8640
C -0.1634 3.6956 -0.7861
O 0.8170 0.5746 -3.9722
C 1.1894 0.9237 -5.3967
C 0.4729 -0.0511 -6.3134
C 2.6960 0.7580 -5.4489
C 0.7804 2.3495 -5.7041
H -4.5331 -1.1033 -2.7932
H -4.2473 0.6307 -2.6271
H -3.2003 -0.5436 -1.7802
H -2.8164 -2.5312 -4.0520
H -1.5044 -1.8714 -3.0674
H -1.4650 -1.7423 -4.8591
H -4.3628 -0.8431 -5.3347
H -2.9204 -0.1098 -6.0398
H -4.0625 0.8869 -5.1285
H -2.6553 4.1168 -3.1494
H -2.5847 4.7820 -1.5145
H -2.6827 3.0224 -1.7664
H -0.5359 5.1990 -3.8698
H 0.9499 4.9861 -2.9306
H -0.3634 5.9916 -2.3018
H -0.5287 2.7681 -0.3355
H -0.4638 4.5359 -0.1580
H 0.9296 3.6766 -0.8419
H 0.7433 -1.0891 -6.1076
H 0.7634 0.1465 -7.3451
H -0.6074 0.0671 -6.2398
H 2.9978 -0.2688 -5.2316
H 3.1826 1.4340 -4.7464
H 3.0551 0.9941 -6.4502
H -0.3011 2.4802 -5.6541
H 1.0949 2.5780 -6.7226
H 1.2580 3.0570 -5.0301